(1)
# C3H4N2OS

An isolated molecule of C3H4N2OS (ωB97M-V with the def2-TZVPD basis set, the Open Molecules 2025 dataset).

```
11
C3H4N2OS, DFT ωB97M-V with the def2-TZVPD basis set
C -2.720 -1.006 0.546
C -0.413 -0.173 0.608
C 1.904 0.429 -0.153
N -1.516 -0.521 1.041
N 0.657 0.369 0.472
O 1.948 1.544 -1.078
S -3.727 -0.175 -0.427
H -3.040 -1.907 1.125
H 2.142 1.374 -2.022
H 2.646 0.546 0.600
H 2.118 -0.480 -0.712
```

Results
DFT total energy   -699.57666 a.u.
Total charge   0
LUMO energy   -0.016 Eh
SMILES   OCN=C=NC=S


(2)
# C3H4N2OS

A structure of composition C3H4N2OS (ωB97M-V with the def2-TZVPD basis set, the Open Molecules 2025 dataset).

```
11
C3H4N2OS, DFT ωB97M-V with the def2-TZVPD basis set
C 1.911 -1.727 -1.604
C 0.201 -0.462 -0.212
C -0.916 0.789 1.098
H 3.284 -1.424 -1.494
H 1.530 0.219 -1.381
H -0.196 -1.306 0.516
H -1.262 -0.336 1.454
N 1.262 -0.645 -1.187
N 0.028 0.774 0.120
O 1.268 -2.835 -1.878
S -1.857 2.064 1.731
```

Results
DFT total energy   -699.51588 a.u.
Total charge   0
LUMO energy   -0.047 Eh


(3)
# C3H4N2OS

An isolated molecule of C3H4N2OS (ωB97M-V with the def2-TZVPD basis set, the Open Molecules 2025 dataset).

```
11
C3H4N2OS, DFT ωB97M-V with the def2-TZVPD basis set
C -0.246 -0.713 0.579
C -1.205 -1.352 -0.165
C 0.306 0.357 -0.205
H -0.726 -1.114 2.454
H 0.686 -0.235 2.270
H -1.797 -2.234 0.122
H -2.081 -0.509 -1.799
N 0.044 -0.917 1.885
N -1.169 -0.881 -1.468
O -0.366 0.312 -1.390
S 1.349 1.527 0.244
```

Results
DFT total energy   -699.58452 a.u.
Total charge   0
LUMO energy   0.002 Eh
SMILES   Nc1c[nH]oc1=S